Computed, not measured: C18H38N5O2SSiY as an isolated structure, with ωB97M-V/def2-TZVPD.

```
66
Properties=species:S:1:pos:R:3:forces:R:3
Y 1.749746 0.277076 -0.396962 0.0 -0.3 -0.4
N 0.354600 -1.498091 -1.831224 0.4 0.1 0.3
C -0.417258 -0.714446 -2.821583 0.0 -0.1 -0.1
C -1.636381 -1.433536 -3.408284 0.0 -0.1 0.1
C -2.745231 -1.861894 -2.439495 0.0 0.1 0.0
C -3.486821 -0.730522 -1.720086 0.0 0.0 -0.1
N -4.005446 0.292397 -2.626368 0.0 -0.1 -0.1
C -5.139541 0.234745 -3.307177 0.0 0.0 0.1
N -6.043761 -0.719010 -3.074754 0.0 0.0 0.0
N -5.384668 1.148314 -4.248631 0.0 0.0 0.0
C -0.723440 0.675231 -2.260078 -0.2 0.1 0.0
O -1.500650 1.409410 -2.837841 0.0 0.0 0.1
O -0.071723 0.975707 -1.179565 0.0 0.5 -0.1
H 0.803253 -2.280993 -2.298754 0.0 0.0 0.0
H -0.278612 -1.910797 -1.148525 0.0 0.0 0.0
H 0.255713 -0.517935 -3.662874 0.0 0.0 0.0
H -1.271994 -2.334700 -3.906610 0.0 0.0 -0.1
H -2.051199 -0.796497 -4.190203 0.0 0.0 0.0
H -2.354392 -2.542970 -1.677152 -0.1 0.0 0.0
H -3.466210 -2.445130 -3.016773 0.0 0.0 0.0
H -2.829418 -0.204485 -1.028278 -0.1 0.0 0.1
H -4.297866 -1.138227 -1.116382 0.0 0.0 0.1
H -3.308367 0.982503 -2.900457 0.0 0.0 0.0
H -5.921399 -1.380009 -2.329408 0.0 0.0 0.0
H -6.933632 -0.712410 -3.543165 0.0 0.0 0.0
H -4.731116 1.893821 -4.419756 0.0 0.0 0.0
H -6.262518 1.177416 -4.737648 0.0 0.0 0.0
S 6.445984 0.049046 -1.787720 0.1 0.0 0.0
C 5.435115 0.040642 -3.159577 0.0 0.0 -0.1
C 4.139975 0.154842 -2.782292 0.1 0.0 0.0
N 3.949543 0.247136 -1.417700 -0.2 0.0 0.0
C 5.106575 0.201270 -0.783430 -0.1 0.0 0.1
H 5.834714 -0.041598 -4.157183 0.0 0.0 0.0
H 3.293047 0.183564 -3.452090 0.0 0.0 0.0
H 5.199028 0.258309 0.292672 0.0 0.0 0.0
C 3.211542 -0.594860 3.230740 -0.1 0.0 0.4
Si 1.682260 0.170520 2.442956 0.2 -0.3 -1.2
C 1.559973 2.037323 2.817418 -0.2 0.0 0.6
C 2.746378 2.721832 2.131567 0.0 0.0 0.0
C 1.639666 2.303903 4.330291 0.1 0.1 -0.1
C 0.263966 2.646864 2.276086 0.0 0.1 0.0
C 0.188746 -1.014459 2.669591 -0.1 0.2 0.6
C 0.580414 -2.354432 2.039386 0.0 0.0 0.0
C -1.082397 -0.502414 1.985917 0.0 -0.1 0.0
C -0.123637 -1.245170 4.157942 -0.1 -0.1 -0.1
H 3.035375 -0.853950 4.279405 0.1 0.0 0.0
H 4.055355 0.098312 3.218351 0.0 0.0 0.0
H 3.517064 -1.509974 2.721609 0.0 0.0 0.0
H 3.709837 2.329666 2.463909 0.0 0.0 0.0
H 2.739654 3.794612 2.345960 0.0 0.0 0.0
H 2.706143 2.631740 1.030197 0.0 0.0 0.0
H 2.580709 1.946104 4.753623 0.0 0.0 0.0
H 0.821636 1.819094 4.866295 0.0 0.0 0.0
H 1.575421 3.377295 4.536895 0.0 0.0 0.0
H 0.100860 2.438288 1.209871 0.0 0.0 0.0
H 0.289747 3.735603 2.385461 0.0 0.0 0.0
H -0.611282 2.290720 2.818474 0.0 0.0 0.0
H 0.878836 -2.256442 0.981217 0.0 0.0 0.0
H -0.267911 -3.046847 2.068252 0.0 0.0 0.0
H 1.408068 -2.833811 2.563628 0.0 0.0 0.0
H -0.926755 -0.219978 0.936040 0.0 0.0 0.0
H -1.500917 0.366956 2.490340 0.0 0.0 0.0
H -1.850058 -1.285880 2.003446 0.0 0.0 0.0
H 0.732930 -1.661555 4.691027 0.0 0.0 0.0
H -0.953666 -1.950483 4.275876 0.0 0.0 0.0
H -0.413617 -0.316764 4.653592 0.0 0.0 0.0
```
Positions in Å, forces in eV/Å.

## Properties
HOMO level in eV: -12.06
DFT total energy in hartree: -1858.56365
LUMO level in eV: -5.289
ΔE to the lowest compared entry with this formula, charge and spin in kcal per mole: 3.8
Total charge: +2

=====

Computed, not measured: a 12-piece molecular cluster, C48H129N11O13S overall, with ωB97M-V/def2-TZVPD.

```
202
Properties=species:S:1:pos:R:3:forces:R:3
O -1.776271 -6.079621 -1.911676 -0.2 0.2 0.3
S -0.809213 -5.948267 -2.963812 0.7 0.1 -0.7
O -1.186241 -6.220363 -4.324409 -0.3 0.0 -0.4
C 0.008024 -4.343344 -2.940711 0.2 0.8 -0.7
C 1.463033 -4.622027 -3.330638 -0.8 -2.2 -0.2
C 1.852957 -5.871458 -2.532280 -0.6 -1.5 -0.5
C 0.650877 -6.944302 -2.611500 0.7 0.9 0.4
H -0.149228 -3.849483 -1.970497 0.4 -0.4 -0.1
H -0.346273 -3.664593 -3.721914 -0.7 -0.4 0.3
H 1.595064 -4.913027 -4.402820 -0.6 0.7 0.6
H 2.080473 -3.794763 -3.118308 0.8 1.0 0.2
H 2.031517 -5.623088 -1.518976 0.2 0.3 1.2
H 2.762869 -6.325304 -2.942851 -0.2 0.0 0.2
H 0.349723 -7.501518 -1.681883 0.9 0.5 -0.9
H 0.855288 -7.590451 -3.477494 -0.5 0.0 0.4
C 0.888623 3.713999 -2.929786 3.2 1.0 -0.7
O 0.876639 4.829840 -2.105267 -0.3 0.7 0.9
C 1.927194 5.753076 -2.261757 0.0 0.8 -1.3
C 1.535664 7.019563 -1.410224 -0.2 -2.3 0.6
C 0.155252 7.506598 -1.783965 0.7 0.6 -0.2
N 2.451066 8.131341 -1.352774 1.2 0.0 -1.3
H 0.166397 3.058837 -2.604979 -2.0 -1.3 0.6
H 1.869864 3.229068 -2.737809 -0.3 -0.2 -0.7
H 0.804238 3.961536 -4.010552 0.0 -0.1 0.6
H 2.946111 5.370100 -2.018182 -0.6 -0.1 0.3
H 1.961032 5.948812 -3.368896 0.2 0.5 0.6
H 1.458888 6.575936 -0.394989 0.1 0.4 -0.2
H -0.588705 6.721377 -1.692855 -0.1 0.2 0.3
H 0.192054 7.773854 -2.852053 -0.2 0.4 0.2
H 0.040333 8.389500 -1.123612 -0.7 -0.4 -0.6
H 2.610054 8.448996 -2.345213 0.1 -0.2 1.5
H 3.356213 7.845614 -0.929152 -0.8 0.3 -0.7
C -3.163595 5.320408 -2.877381 0.9 1.8 2.6
O -2.367949 4.389818 -2.191164 -0.1 -0.6 -0.1
C -2.904645 4.051818 -0.940979 -0.8 -0.4 1.1
C -2.535158 5.032286 0.172732 1.7 0.0 1.2
C -1.007168 4.870337 0.480317 0.3 -1.0 -0.9
N -3.208315 4.807331 1.449569 -0.3 -0.4 0.0
H -3.896251 4.881371 -3.468420 -1.4 -0.9 -1.2
H -2.510301 5.988412 -3.407271 0.3 0.1 -0.7
H -3.623416 5.953873 -2.082598 -0.2 -0.1 -0.8
H -4.020959 3.839114 -0.890082 0.9 0.5 -0.6
H -2.453602 3.119513 -0.636478 0.3 -0.5 -0.1
H -2.766052 6.061926 -0.055656 0.1 0.4 -0.6
H -0.377478 4.835698 -0.429857 -0.6 0.5 0.3
H -0.844035 3.820226 0.843479 -0.3 0.8 0.3
H -0.537027 5.585075 1.172532 -0.6 -0.2 -0.1
H -4.188604 4.608359 1.311900 -0.3 0.1 0.0
H -2.835026 3.993279 1.923384 0.2 -0.1 0.0
C 5.237281 -5.056115 1.214931 -0.9 1.4 1.6
O 4.033235 -4.255765 1.183830 -0.2 -1.2 -0.5
C 4.017567 -3.432303 0.048011 -0.5 1.2 -1.1
C 4.504579 -1.991654 0.407901 -0.3 -0.5 -2.1
C 3.537974 -1.409491 1.415917 1.7 1.3 0.3
N 4.377663 -1.137990 -0.843550 -0.3 1.6 0.5
H 5.423291 -5.638608 0.342105 0.0 -0.1 -1.0
H 5.181031 -5.745820 2.058988 -0.2 0.2 0.0
H 5.962562 -4.280969 1.430996 1.1 -0.6 -0.2
H 4.629516 -3.881038 -0.752429 -0.1 0.2 0.1
H 2.977618 -3.291996 -0.406147 1.0 -0.4 0.9
H 5.582657 -2.017752 0.616221 -0.4 0.0 0.9
H 2.640401 -1.155540 0.888829 -0.4 0.3 -0.2
H 4.067947 -0.513405 1.788225 -0.8 0.1 0.0
H 3.258502 -1.956813 2.291352 0.2 -0.9 0.3
H 5.219034 -1.102772 -1.415194 0.0 -0.5 0.3
H 4.220538 -0.099242 -0.637841 0.1 -2.0 0.1
C -3.882722 0.737057 3.381886 1.4 -0.3 0.8
O -2.707811 1.533529 3.300763 0.7 0.1 0.3
C -1.434923 0.898293 3.475147 -0.3 -0.8 -0.4
C -0.403448 1.961180 3.838702 -0.1 -0.6 1.0
C 0.936632 1.324124 4.128859 -0.2 -0.1 -0.1
N -0.813546 2.696651 5.049150 0.1 0.3 -1.3
H -3.867464 -0.043773 2.638846 -0.1 -0.4 -0.4
H -4.669185 1.422641 3.198710 -1.0 0.5 -0.2
H -3.997090 0.277774 4.381687 0.1 0.1 -0.3
H -1.421588 0.114384 4.255261 -0.5 0.3 0.1
H -1.169578 0.359270 2.545737 0.0 0.4 0.3
H -0.334387 2.595916 2.987552 0.1 1.0 -0.5
H 1.369819 0.839060 3.293775 0.5 0.0 -1.4
H 0.784020 0.470626 4.746258 -0.2 -0.6 1.3
H 1.669375 1.982410 4.579115 -0.1 0.3 0.1
H -0.634407 2.103370 5.835354 -0.1 -0.3 0.6
H -1.808600 2.838428 4.944523 -0.2 0.2 0.4
C 3.105560 -2.735147 5.075978 0.2 -1.5 -0.3
O 1.771451 -3.025132 4.674231 0.1 0.1 -0.3
C 1.480983 -4.420469 4.828260 1.7 -0.7 0.7
C 0.670228 -4.981301 3.685725 -1.7 1.9 -2.3
C -0.131464 -6.242011 3.968213 2.5 -1.1 -1.0
N 1.436229 -4.959544 2.405376 -0.4 -1.3 0.5
H 3.895181 -3.184692 4.402369 -0.9 0.2 0.4
H 3.256339 -3.140936 6.067436 0.3 -0.2 0.4
H 3.297393 -1.697132 5.136800 -0.3 1.2 -0.2
H 2.557189 -4.887962 4.811689 -2.1 0.0 0.3
H 0.955526 -4.630997 5.802593 0.7 0.3 -0.6
H -0.207640 -4.316831 3.406577 1.2 0.1 0.7
H 0.529564 -6.918004 4.515081 -0.2 -0.7 -0.2
H -0.570003 -6.703121 3.064993 0.6 0.3 0.3
H -0.936040 -6.049373 4.585016 -1.6 0.7 1.5
H 1.754759 -4.036560 2.205253 0.0 0.8 0.0
H 2.308597 -5.478663 2.450829 -0.2 -0.3 0.2
C 1.368624 2.841170 -6.434314 0.4 0.1 1.6
O 2.346485 2.235529 -5.527456 -2.8 -0.3 -1.2
C 1.811238 0.983909 -5.057818 2.2 0.6 1.2
C 2.869441 0.506911 -4.084301 1.0 -1.2 -0.6
C 4.296884 0.425122 -4.723414 -1.2 0.8 -1.3
N 2.525939 -0.892045 -3.688346 -0.5 0.6 1.3
H 1.335052 2.500556 -7.451256 0.5 -0.7 -0.5
H 1.615247 3.885125 -6.446553 0.0 0.6 -0.1
H 0.359484 2.711182 -6.028901 0.1 0.1 0.1
H 0.848596 0.921759 -4.546400 -0.3 1.2 0.1
H 1.716978 0.277172 -5.839014 0.2 -0.8 -1.2
H 3.043550 1.229443 -3.263290 -0.8 -0.3 0.0
H 4.294175 -0.198777 -5.638048 0.0 0.2 0.5
H 4.968183 0.016638 -4.018119 0.8 -0.7 0.9
H 4.705720 1.418286 -4.989379 -0.5 -0.4 0.1
H 3.215479 -1.070182 -2.939923 -0.8 -0.5 -0.2
H 1.556395 -0.997678 -3.251018 1.7 0.6 -0.5
C -2.695728 1.726853 -4.156026 0.2 -0.2 0.4
O -2.508569 0.310115 -3.994726 -0.2 1.2 0.4
C -1.886491 -0.239971 -5.156440 -1.0 -1.3 2.0
C -2.166852 -1.762034 -5.001752 -0.1 0.6 -0.1
C -1.284499 -2.623392 -5.807935 -0.6 -0.5 -3.6
N -3.548223 -2.039459 -5.332364 -0.5 0.8 0.0
H -1.705599 2.231812 -4.316352 -0.7 -0.2 0.2
H -3.181857 2.146262 -3.231555 0.5 -0.5 -1.0
H -3.324133 1.886214 -5.056849 0.2 0.2 0.5
H -2.408910 0.228886 -5.987515 0.4 -0.5 -0.7
H -0.824806 -0.048025 -5.080655 0.4 0.2 -0.5
H -1.911528 -2.142139 -4.005514 -0.2 1.0 0.7
H -1.403576 -2.464782 -6.923798 -0.3 -0.1 1.0
H -1.508868 -3.661614 -5.643817 -0.2 -0.6 0.1
H -0.246410 -2.523010 -5.724792 1.7 0.5 0.9
H -4.230272 -1.746181 -4.632128 0.5 -0.1 -0.1
H -3.701144 -2.996552 -5.563160 -0.1 -0.6 0.0
C 1.614625 2.296773 0.668547 -0.4 1.1 -0.2
O 0.474722 1.520538 0.903191 0.5 -0.7 0.2
C 0.557196 0.273642 0.241006 -0.6 -1.4 0.6
C -0.570098 0.239359 -0.769468 0.1 -1.1 0.1
C -1.877276 0.406190 -0.017985 -0.2 -1.5 0.0
N -0.469391 -0.982869 -1.617131 -0.1 -0.6 0.9
H 1.714211 2.430345 -0.403633 0.2 0.4 -0.4
H 2.535287 1.866018 1.027546 0.4 -0.4 0.5
H 1.446058 3.272220 1.150452 0.2 -0.3 -0.2
H 1.540156 0.026578 -0.213576 -0.5 0.6 0.1
H 0.339958 -0.543699 0.990626 0.4 0.6 -0.4
H -0.360216 1.075092 -1.383872 -0.2 1.0 -1.1
H -1.918053 1.305826 0.553230 0.2 0.6 0.6
H -1.954995 -0.474513 0.694314 -0.3 0.9 -0.8
H -2.734203 0.454417 -0.691661 0.1 -0.3 0.0
H -0.477688 -1.831675 -1.025266 0.4 0.7 0.1
H -1.324852 -1.152427 -2.130432 -0.2 0.7 -0.5
C 7.065174 5.251274 1.681071 -0.9 -1.0 -2.0
O 6.038484 5.832527 2.394240 0.5 1.3 1.7
C 5.189561 4.921051 3.027704 -0.3 -1.2 -1.9
C 3.974656 5.659966 3.529604 0.3 -0.5 -0.7
C 3.006105 4.766842 4.263785 0.0 0.3 0.3
N 3.239907 6.192279 2.337770 1.0 0.3 0.8
H 7.826687 5.955314 1.475177 0.7 1.0 -0.1
H 6.588240 4.973253 0.708365 0.7 -0.3 0.2
H 7.562353 4.362919 2.076591 -0.3 -0.1 0.6
H 4.910715 4.249650 2.206703 -0.7 -0.4 0.1
H 5.717078 4.259829 3.713450 0.1 0.4 0.8
H 4.453541 6.413663 4.167039 -0.7 0.4 0.2
H 3.456532 4.150191 5.041802 0.1 -0.6 -0.5
H 2.331795 4.291259 3.543352 0.4 -0.6 0.3
H 2.376881 5.392429 4.848674 -0.9 0.8 0.5
H 3.748927 7.028428 2.045208 -0.5 -0.2 -0.2
H 2.290788 6.438327 2.613688 0.3 0.2 -0.1
C -2.248803 -4.327539 1.082077 -0.8 -2.7 1.4
O -2.396290 -4.519819 2.512698 -0.1 2.1 -0.3
C -2.721297 -3.287813 3.241587 -0.1 -1.3 1.2
C -3.097357 -3.789340 4.699858 -0.7 1.1 -1.1
C -4.442835 -4.543024 4.645236 1.2 2.0 -0.2
N -3.106862 -2.613660 5.664481 1.2 -0.6 -2.8
H -3.032044 -3.734158 0.698054 -1.2 0.5 -0.4
H -2.314211 -5.376654 0.704923 0.1 1.0 -0.2
H -1.352939 -3.882785 0.756219 1.7 0.5 0.1
H -1.868722 -2.596195 3.309716 0.1 -0.2 -0.2
H -3.567904 -2.727212 2.814599 0.1 -0.4 -0.2
H -2.423990 -4.598204 4.887602 1.2 -0.1 0.6
H -4.591889 -5.107616 5.521414 -0.3 -0.7 1.1
H -4.400575 -5.164676 3.787173 -0.2 -0.7 -0.7
H -5.183726 -3.783755 4.533494 -1.0 0.3 -0.1
H -2.145506 -2.250737 5.749919 -0.6 -0.2 -0.1
H -3.348805 -2.942149 6.548399 -0.6 -0.6 1.8
C -7.480924 -3.401858 1.774731 -0.3 -0.6 -1.3
O -6.296329 -2.697888 1.447377 0.0 0.6 1.3
C -5.791998 -2.902517 0.167114 0.6 -1.4 -0.3
C -4.752879 -1.877049 -0.242051 1.3 -0.7 0.5
C -5.299717 -0.501531 -0.296809 -1.2 1.1 -0.5
N -4.243903 -2.196560 -1.584825 -0.4 -1.1 0.2
H -7.615854 -3.632851 2.835543 0.8 0.0 -0.1
H -7.531825 -4.336258 1.157844 0.0 0.5 0.7
H -8.358195 -2.806815 1.523274 -0.1 0.2 -0.3
H -5.358940 -3.936456 0.125503 0.0 0.5 -0.1
H -6.552956 -2.887348 -0.590759 -0.8 0.1 -0.5
H -3.881311 -1.931933 0.467574 -0.9 0.3 -0.1
H -6.214460 -0.440001 -0.923973 0.4 -0.2 0.5
H -4.636685 0.225140 -0.719975 0.7 0.1 -0.7
H -5.471616 -0.048083 0.655758 -0.6 -0.2 0.9
H -3.845817 -3.154298 -1.614248 -0.1 0.9 0.0
H -3.530039 -1.507491 -1.748777 0.4 0.0 -0.5
```
Positions in Å, forces in eV/Å.

## Properties
HOMO level in eV: -8.86
SMILES string: O=S1(=O)CCCC1.COC[C@H](C)N.COC[C@H](C)N.COC[C@H](C)N.COC[C@H](C)N.COC[C@H](C)N.COC[C@H](C)N.COC[C@H](C)N.COC[C@H](C)N.COC[C@H](C)N.COC[C@H](C)N.COC[C@H](C)N
DFT total energy in hartree: -3884.48873
LUMO level in eV: 0.274
ΔE to the lowest compared entry with this formula, charge and spin in kcal per mole: 45.0

=====

Computed, not measured: C2H2Br3OP as an isolated structure, with ωB97M-V/def2-TZVPD.

```
9
Properties=species:S:1:pos:R:3:forces:R:3
C -1.004677 -0.199100 -0.230437 3.1 -0.4 -1.7
C 1.116547 -0.441841 -0.137237 -3.6 -0.4 0.7
O -1.611422 2.163279 0.853969 -2.3 1.5 3.1
P -0.794574 1.696704 -0.207706 1.7 -2.2 -3.3
Br 1.363080 -2.181217 0.675878 0.0 -0.1 -0.5
Br 1.645415 0.800248 1.262212 0.3 0.2 -0.6
Br 1.827533 -0.285627 -1.870678 0.3 0.2 0.0
H -1.118545 -0.663796 0.706823 -0.5 -0.3 1.3
H -1.423360 -0.888651 -1.052821 1.0 1.4 0.9
```
Positions in Å, forces in eV/Å.

## Properties
HOMO level in eV: -9.28
DFT total energy in hartree: -8215.94099
LUMO level in eV: -0.952
ΔE to the lowest compared entry with this formula, charge and spin in kcal per mole: 86.7